The following is a DFT calculation (the ωB97M-V functional and the def2-TZVPD basis) of C25H45IrNOP2 as an isolated structure at a distorted geometry.

Each line ends with the Mulliken charge.
Geometry (Å):
C  0.384  0.280  -3.709  -0.36
H  1.803  -4.694  -0.097  0.37
H  1.292  4.703  -0.463  0.51
H  4.027  0.820  -0.945  0.45
H  -1.258  -1.796  -1.034  0.81
H  1.299  0.260  -4.325  0.72
C  -3.748  -0.061  2.947  -1.37
P  0.642  3.116  1.279  1.19
N  -0.910  1.206  2.368  -0.80
C  -2.077  1.419  -1.765  -1.31
H  -4.280  -0.721  3.646  0.51
C  0.156  1.528  -2.976  -0.19
C  -1.291  0.298  -1.115  0.67
H  -2.299  2.160  -0.986  0.39
H  -1.736  3.517  1.349  0.35
H  0.644  3.723  3.599  0.39
H  3.956  0.103  1.827  0.44
H  -0.337  -1.357  -4.904  0.38
H  -1.443  0.033  -4.893  0.33
H  -1.429  -2.377  -3.296  0.41
H  0.368  -4.139  0.739  0.39
H  2.437  -3.088  2.631  0.35
H  0.389  -4.179  -1.043  0.34
H  -1.782  1.975  -3.852  0.30
H  0.688  -2.812  2.475  0.14
H  -1.459  -1.507  4.381  0.38
H  0.939  2.304  -3.067  0.81
C  1.488  -2.564  -0.163  0.00
C  1.335  3.928  2.768  -1.25
C  1.806  -1.810  0.974  1.36
C  1.790  -1.795  -1.356  0.75
H  -2.658  -1.120  -3.295  0.55
C  2.937  0.408  1.524  -1.70
C  -1.165  -0.985  -1.758  -0.24
P  -2.458  -1.127  2.160  0.97
H  1.615  3.008  -0.912  0.01
Ir  0.620  -0.052  -1.732  0.22
H  3.199  0.613  -2.507  0.37
H  1.712  -1.527  3.102  0.35
H  -4.467  0.319  2.214  0.41
C  3.533  0.102  -1.596  -1.30
H  -3.157  -2.041  4.223  0.57
H  2.290  3.432  2.989  0.36
H  2.370  0.528  2.463  0.23
C  2.311  -0.560  0.603  0.00
H  -3.101  -3.321  1.314  0.40
C  2.369  -0.490  -0.883  1.17
H  2.158  -1.675  -3.460  0.36
H  -3.041  1.094  -2.173  0.44
C  -0.893  4.008  0.851  -1.35
H  -0.837  5.058  1.152  0.51
C  1.685  3.745  -0.099  -1.10
H  0.969  -2.916  -2.975  0.28
C  1.674  -2.336  2.363  -1.38
C  0.988  -3.953  -0.151  -1.77
O  0.639  0.234  3.966  -0.65
H  -1.369  0.285  -0.019  -0.40
H  4.255  -0.677  -1.877  0.28
H  -1.204  3.170  -2.665  0.36
C  -0.146  0.730  3.172  0.81
H  1.501  5.006  2.645  0.47
C  -1.584  -1.294  -3.172  -1.14
H  -4.095  -2.005  0.569  0.40
H  2.687  -3.202  -2.743  0.42
H  3.002  1.404  1.070  0.24
H  2.743  3.846  0.173  0.48
H  -1.878  -3.072  3.548  0.42
H  -3.261  0.754  3.494  0.34
C  -3.629  -2.377  1.490  -1.29
H  -1.055  3.963  -0.235  0.27
H  -4.380  -2.515  2.281  0.48
C  -1.251  2.094  -2.890  -1.11
C  1.918  -2.424  -2.698  -1.46
C  -0.762  -0.561  -4.265  -1.30
C  -2.175  -2.040  3.746  -1.42

Properties
2S+1	6
total charge	+2
<S²>	8.77
largest force on an atom	3.76	eV Å⁻¹
molecular weight	629.81	u
LUMO (alpha / beta)	-0.2117 / -0.3353	Ha

***

The following is a DFT calculation (the ωB97M-V functional and the def2-TZVPD basis) of C25H45N3O6PPmS2Si as an isolated structure at a distorted geometry.

Each line ends with the Mulliken charge.
Geometry (Å):
H  0.292  0.065  5.916  0.37
H  -2.622  0.790  5.334  0.46
H  2.889  4.470  1.038  0.42
O  1.436  1.572  1.725  0.63
H  -2.341  3.613  -2.461  0.53
C  -1.735  2.735  -2.270  -0.61
C  2.694  3.391  0.976  -1.44
C  3.482  -0.557  0.903  -1.30
H  -2.763  -1.748  4.325  0.45
H  2.972  0.136  -5.839  0.39
H  4.432  -1.100  0.828  0.51
C  2.461  -2.871  0.576  -1.55
H  1.901  -2.561  3.133  0.38
C  2.000  3.102  3.414  -1.30
S  -0.937  -3.618  0.721  -0.51
H  3.105  2.515  -5.505  0.39
H  2.436  -0.903  3.433  0.14
H  0.023  3.361  0.588  -0.01
H  2.369  -2.847  -0.520  0.19
H  -3.176  0.442  -5.066  0.37
H  3.607  0.265  1.625  0.18
C  2.479  -0.001  -4.875  0.03
H  2.647  3.170  -3.885  0.30
O  0.811  -2.354  -2.602  -0.70
H  -2.213  -1.073  2.720  0.14
O  1.739  2.138  -2.176  -0.63
H  -1.064  -0.991  6.386  0.40
C  -3.934  -4.153  -2.581  -0.90
C  -2.042  -3.885  -0.567  0.84
H  -1.204  1.770  4.854  0.25
H  2.281  4.109  3.736  0.42
H  1.836  -2.084  -5.111  0.36
H  3.388  -0.108  -0.063  -0.01
H  1.568  -3.446  0.886  0.18
O  0.081  -0.003  3.396  0.22
C  1.997  -1.210  -4.424  -1.23
H  3.351  -3.430  0.869  0.44
H  -3.952  0.529  -1.004  0.27
H  2.355  3.128  -0.049  0.15
S  -1.443  0.727  0.876  -1.02
H  -2.381  2.000  -5.041  0.40
H  -0.439  3.373  2.284  0.22
H  -1.277  -2.330  3.604  0.23
P  -2.539  1.157  -2.775  1.09
H  -4.862  0.308  -2.509  0.36
N  2.463  1.089  -4.048  0.21
Si  0.358  0.383  1.834  -0.27
C  -1.862  0.936  4.527  -1.45
C  2.576  -1.795  2.778  -1.62
C  -3.653  -5.224  -1.738  -0.15
C  -3.068  1.354  -4.491  -1.49
H  0.296  -1.617  5.433  0.28
C  1.627  2.975  1.939  1.65
C  -1.082  -0.336  4.329  1.79
N  -2.335  -2.865  -1.333  -0.07
H  4.206  2.232  -4.080  0.31
H  -0.819  2.858  -2.866  0.21
C  3.153  2.329  -4.421  -1.10
H  1.139  2.732  3.997  0.08
C  1.848  1.070  -2.746  -0.07
O  1.046  -0.884  0.979  0.57
Pm  -0.526  -1.307  -1.025  0.09
H  -3.461  -2.144  -2.958  0.48
H  -4.621  1.929  -1.782  0.44
H  3.679  2.926  1.132  0.31
C  -4.138  0.971  -1.972  -1.16
H  -4.267  -6.109  -1.821  0.38
O  -1.576  -0.007  -2.587  -0.38
C  1.424  -1.281  -3.065  0.98
H  2.813  2.415  3.653  0.25
C  -0.353  -0.733  5.586  -1.70
C  -2.641  -5.150  -0.802  -0.88
C  -1.895  -1.432  3.718  -1.12
H  -4.616  -4.243  -3.469  0.31
H  -1.462  2.595  -1.226  -0.15
H  -2.444  -6.036  -0.180  0.40
H  -3.980  1.898  -4.590  0.44
C  -3.243  -2.985  -2.348  -0.15
H  -2.380  1.238  3.609  0.24
N  1.389  -0.169  -2.298  0.38
H  3.593  -2.150  3.004  0.49
C  2.389  -1.529  1.295  1.66
C  0.338  3.697  1.601  -1.15
H  0.377  4.779  1.607  0.47

Properties
2S+1	5
<S²>	6.00
largest force on an atom	3.07	eV Å⁻¹
relative energy (zero: lowest compared OMol25 entry of this formula, charge and spin)	0.000	eV
molecular weight	751.84	u
LUMO (alpha / beta)	0.0076 / 0.0076	Ha